# 1
This record from the Open Molecules 2025 dataset describes 7 unconnected molecules or ions with the total composition C14H44N6O9 in a non-equilibrium geometry. The level of theory is ωB97M-V/def2-TZVPD.

CARTESIAN COORDINATES (ANGSTROEM)
H1 10.7369 12.2793 21.1561
H2 11.7693 4.8435 20.1403
C1 13.9797 9.9964 19.3097
C2 15.8982 3.1201 20.4304
C3 16.3457 6.6729 18.2914
H3 16.7030 3.0258 19.7071
O1 17.4524 8.2277 21.2908
H4 11.1537 7.2399 19.5759
N1 16.2447 6.4533 19.6310
H5 16.3633 5.5478 16.5651
H6 12.1195 18.5366 19.4998
O2 16.5724 7.7728 17.7708
C4 11.4124 18.9807 22.0764
H7 12.3077 15.2522 20.9722
H8 20.0576 9.9160 20.7992
C5 13.7963 4.1872 20.7430
H9 14.0983 9.2975 18.4777
H10 9.9733 14.6275 21.0187
H11 11.1447 19.8732 21.4919
C6 18.2872 8.9558 20.7307
H12 13.1434 5.1639 18.9968
C7 12.1754 7.4845 19.8758
C8 12.9750 12.3184 22.4089
H13 16.1996 3.4878 21.4146
H14 11.9916 7.3158 23.7654
H15 13.2215 17.3061 19.9186
H16 15.5746 8.5116 22.5153
H17 11.6179 9.5639 20.1257
H18 13.6016 6.6826 21.1558
H19 13.1998 10.7201 19.0586
H20 10.2816 13.9974 19.3654
O3 14.9423 4.0591 19.9185
H21 10.4975 18.3995 22.2126
H22 11.9614 12.5688 20.0275
C9 10.7418 14.3043 20.3076
H23 12.3474 11.4303 22.3247
H24 17.4508 8.9051 18.8816
O4 12.4619 18.2598 21.5040
H25 10.3969 16.8871 20.7931
O5 12.1985 13.4339 21.9951
H26 14.9433 10.4936 19.4087
H27 12.1197 8.7812 21.6292
H28 13.9305 12.2018 21.8865
C10 11.4320 13.0696 20.8463
O6 14.8415 9.0106 22.8991
H29 13.9197 4.5091 21.7823
H30 13.3666 12.4227 23.4226
H31 16.0982 10.2194 25.6364
H32 14.1985 9.1115 22.1686
H33 12.7005 7.6070 18.9164
C11 12.8149 5.1556 20.0435
C12 12.2505 17.7101 20.2103
N2 12.7224 6.4382 20.7148
O7 13.6512 9.3647 20.5341
H34 15.8522 4.7449 18.0414
N3 16.1758 5.5539 17.5492
N4 11.7667 15.3444 20.1164
N5 18.1813 9.3506 19.4376
H35 15.9416 5.5768 20.0668
N6 19.4256 9.3484 21.3297
O8 12.6719 6.8325 24.2430
H36 15.0769 9.3425 24.9205
H37 10.8072 16.8812 19.0465
H38 11.7661 19.4210 23.0082
H39 16.4169 7.2316 20.2660
O9 15.3247 9.6727 25.7961
H40 13.2833 3.2227 20.8106
C13 11.1735 16.6611 20.0527
H41 15.4140 2.1558 20.6053
H42 18.9457 9.8601 19.0452
H43 19.5522 9.3431 22.3255
C14 12.3154 8.8406 20.5569
H44 13.4526 7.4003 24.1931

Summary:
ΔE to the lowest compared entry with this formula, charge and spin = 0.0 kJ/mol
Net charge = 0
Electronic energy = -42599.1729 eV
Max |F| = 1.98 eV Å⁻¹
E_LUMO = 0.590 eV
Structure (SMILES) = COCCNCCOC.COCCNCCOC.NC(N)=O.NC(N)=O.O.O.O



# 2
This record from the Open Molecules 2025 dataset describes a molecular structure, C40H40Cl2InN5O3S2. The level of theory is ωB97M-V/def2-TZVPD.

CARTESIAN COORDINATES (ANGSTROEM)
H1 7.1658 -0.0088 -0.0544
N1 3.5408 0.5327 -7.7462
S1 -0.9801 0.0931 -7.2097
C1 -2.5810 5.1952 0.1770
H2 0.7664 2.4114 -7.4659
H3 -2.4963 -0.0397 4.7916
H4 -1.8780 0.8316 6.7978
C2 -0.0080 -0.0542 6.1049
C3 -0.3451 -0.0817 4.6191
O1 -0.3569 1.8764 -0.5293
C4 2.9675 -0.6631 -7.6661
H5 -1.2207 2.0748 -5.0881
C5 -3.1906 3.9727 0.0576
H6 1.7448 1.2285 5.8571
H7 5.3567 -2.1833 1.1873
H8 0.5877 4.0746 -0.2780
C6 5.5305 1.2378 1.7142
C7 -6.4430 -4.2780 0.5753
H9 -6.7069 -4.9446 1.3836
C8 0.3924 -0.1436 2.3216
C9 5.2372 -0.0292 0.8993
H10 1.5048 -0.1238 -1.9713
C10 1.4513 -0.1373 1.2704
H11 -3.1701 6.0820 0.3588
H12 -0.9729 -0.0441 8.0271
Cl1 -8.7836 -5.0354 -0.5440
C11 0.7865 0.2625 -7.4242
H13 -0.7883 -2.2576 -2.8854
C12 -0.9856 -0.0362 -5.4269
Cl2 -0.3355 -2.7771 -0.4367
H14 0.2419 2.1086 6.1402
In1 -1.3324 -0.5410 -0.3570
H15 -2.8585 -0.1308 2.3482
C13 0.8040 1.2130 6.4068
O2 -3.1444 -1.5561 -1.4971
C14 -1.2638 -0.0511 6.9767
C15 -4.9344 -2.7102 -0.4520
H16 -1.1713 1.8078 -2.6037
C16 0.8262 -1.2945 6.4530
C17 -7.2929 -4.1368 -0.5091
C18 3.7532 -0.0646 0.5536
H17 -4.5916 -3.6267 1.4438
C19 -0.4858 4.1249 -0.1706
C20 -1.8615 -0.1132 2.7658
C21 -1.6435 -0.0694 4.1326
S2 -3.1847 1.2655 -0.3382
C22 -5.7926 -2.5925 -1.5375
N2 -1.0984 2.9262 -0.2935
C23 -0.8634 -1.3220 -3.4233
C24 -1.0893 0.9559 -3.2644
H18 3.2306 2.5594 -7.7502
H19 1.7701 -1.3147 5.9091
C25 5.5864 -1.2688 1.7341
C26 1.9057 -0.1097 -0.9670
H20 5.9549 -0.9084 -0.9632
C27 6.1170 -0.0209 -0.3512
H21 5.2718 2.1331 1.1482
H22 5.0360 -1.2918 2.6739
H23 6.5918 1.2836 1.9610
C28 -1.1913 5.2736 0.0635
C29 1.3695 1.5165 -7.5168
H24 5.9373 0.8611 -0.9662
O3 -3.1385 -1.6645 0.6929
H25 -0.8044 -2.1799 -5.3845
H26 1.0554 -1.2975 7.5191
H27 3.6318 -1.5160 -7.7321
C30 -2.4505 2.8037 -0.1782
C31 -0.8742 -1.2706 -4.8060
C32 -3.6606 -1.9325 -0.4189
C33 3.2718 -0.0621 -0.7478
H28 4.9688 1.2547 2.6480
N3 1.0210 -0.1535 0.0124
H29 -7.6673 -3.2067 -2.4000
H30 0.2815 -2.2088 6.2172
C34 1.6031 -0.8545 -7.5100
H31 -0.6620 6.2096 0.1536
C35 -1.1100 1.0983 -4.6402
H32 3.9348 -0.0314 -1.5973
H33 1.1864 -1.8499 -7.4570
N4 -0.8699 -0.1523 1.8863
C36 2.8041 -0.0975 1.5713
N5 -0.9546 -0.2263 -2.6715
H34 -5.5155 -1.9458 -2.3572
C37 0.6804 -0.1150 3.6759
H35 1.0369 1.2594 7.4713
H36 -1.8742 -0.9379 6.8062
C38 2.7454 1.5937 -7.6761
H37 1.7072 -0.1169 4.0057
C39 -5.2647 -3.5504 0.6028
H38 6.6509 -1.2680 1.9705
H39 3.1268 -0.0916 2.6006
C40 -6.9841 -3.2977 -1.5671
H40 -4.2620 3.8662 0.1441

Summary:
ΔE to the lowest compared entry with this formula, charge and spin = 45.2 kJ/mol
Net charge = 0
Electronic energy = -107615.3367 eV
Max |F| = 0.42 eV Å⁻¹
E_LUMO = -0.053 eV



# 3
This record from the Open Molecules 2025 dataset describes a gas-phase ion, C9H10N4 (charge +2) in a non-equilibrium geometry. The level of theory is ωB97M-V/def2-TZVPD.

CARTESIAN COORDINATES (ANGSTROEM)
H1 -1.4411 -0.6917 0.9571
N1 0.1946 1.6677 -0.9034
N2 -0.1965 0.2822 -2.6468
C1 -0.1813 0.4344 -0.2957
H2 0.2240 2.3746 -2.8181
N3 0.0493 -2.7802 -2.0934
C2 -1.2330 0.4303 0.7610
H3 -1.2616 1.1317 3.0202
C3 0.0872 -1.7364 -1.3282
C4 0.0730 1.5620 -2.2110
H4 -2.2251 0.8555 0.6060
H5 -0.4871 2.0904 1.7373
C5 1.2923 -0.4056 1.7154
H6 0.3597 2.5297 -0.3918
N4 0.7041 -1.8114 -0.1221
C6 0.7606 -0.6300 0.4734
H7 0.8072 0.6393 3.5253
C7 0.6239 0.4894 2.5292
C8 -0.6659 1.0483 2.0975
H8 0.6223 -3.5614 -1.9001
H9 2.2247 -0.9313 1.9340
C9 -0.3303 -0.4098 -1.5643
H10 -0.0011 -2.5778 -3.0813

Summary:
ΔE to the lowest compared entry with this formula, charge and spin = 138.2 kJ/mol
Net charge = +2
Electronic energy = -15435.4839 eV
Max |F| = 4.18 eV Å⁻¹
E_LUMO (spin up / spin down) = -10.775 / -10.776 eV



# 4
This record from the Open Molecules 2025 dataset describes a molecular structure, C15H12ClNO5S2W in a non-equilibrium geometry. The level of theory is ωB97M-V/def2-TZVPD.

CARTESIAN COORDINATES (ANGSTROEM)
H1 2.7058 5.0401 -3.6604
H2 -3.0837 0.0684 -1.4897
C1 -3.2705 -1.7546 4.5328
O1 0.9599 -2.4729 -0.3038
O2 2.9536 4.1764 -6.1813
W1 -0.5493 0.0820 -0.2846
C2 -1.8374 -0.9137 2.8167
C3 -2.9013 -3.9036 5.6735
C4 -2.9641 -0.7580 3.6274
H3 -2.2750 -1.5553 -1.7400
O3 4.7676 2.9123 -5.9596
H4 -1.1474 -4.7097 5.6807
H5 1.9685 0.2484 -2.5347
Cl1 -1.0482 0.2612 -2.7307
C5 -1.3207 -3.0021 3.8500
H6 -0.6774 -3.8705 3.9146
C6 -1.0046 -2.0256 2.9249
H7 -4.1446 -1.6884 5.1665
O4 -4.0074 -3.8714 6.1183
C7 2.5467 4.0095 -3.3730
C8 1.6406 2.3035 -1.9160
C9 -2.1592 -0.5013 -1.5080
C10 2.7882 1.6293 -3.9327
H8 1.5511 4.4362 -1.5332
C11 3.6205 3.4191 -5.5377
N1 0.3681 -1.4786 -0.2810
H9 3.1491 0.8676 -4.6124
S1 0.8214 2.0189 -0.4510
H10 -3.5874 0.1218 3.5403
O5 -2.0321 -4.8584 6.0371
C12 1.9028 3.6761 -2.2186
H11 -0.1148 -2.1211 2.3189
H12 5.2342 2.4167 -5.2703
C13 -2.4527 -2.8757 4.6549
C14 3.0171 2.9921 -4.2315
S2 -1.5375 0.3935 1.6873
C15 2.1202 1.2880 -2.7935

Summary:
ΔE to the lowest compared entry with this formula, charge and spin = 121.1 kJ/mol
Net charge = +2
Electronic energy = -63475.5485 eV
Max |F| = 1.48 eV Å⁻¹
E_LUMO (spin up / spin down) = -11.367 / -11.400 eV



# 5
This record from the Open Molecules 2025 dataset describes 2 unconnected molecules or ions with the total composition C2H8NS. The level of theory is ωB97M-V/def2-TZVPD.

CARTESIAN COORDINATES (ANGSTROEM)
H1 -0.7285 0.4737 1.6969
C1 0.2390 0.2628 1.2464
H2 2.0393 -1.2827 -0.4837
N1 0.1213 -0.7570 0.2257
H3 0.9139 -0.0205 2.0659
H4 -3.0006 1.6865 -1.3553
H5 0.6006 1.2095 0.8130
H6 1.5627 0.3575 -0.7741
H7 0.8839 -1.0284 -1.7523
H8 -0.8298 -0.7191 -0.1601
S1 -2.9747 0.4885 -0.7558
C2 1.1730 -0.6709 -0.7665

Summary:
ΔE to the lowest compared entry with this formula, charge and spin = 42.9 kJ/mol
Net charge = -1
Electronic energy = -14529.6486 eV
Max |F| = 0.71 eV Å⁻¹
E_LUMO = 4.161 eV



# 6
This record from the Open Molecules 2025 dataset describes C3H12N3P in the gas phase in a non-equilibrium geometry. The level of theory is ωB97M-V/def2-TZVPD.

CARTESIAN COORDINATES (ANGSTROEM)
H1 2.4260 0.8899 -1.6146
H2 -2.5689 1.3441 0.0367
H3 -0.3365 0.7055 -1.8198
H4 2.4237 0.0390 1.4873
C1 2.0547 -0.1142 -1.2115
H5 1.4452 -0.5908 -2.0111
H6 -2.1161 -2.7563 -0.1189
N1 -2.2217 -1.7593 0.2870
H7 -1.4252 2.4033 -0.7742
C2 1.3566 -0.0635 1.3116
H8 0.7745 0.4904 1.8374
C3 -1.5502 1.7883 0.0808
N2 1.0703 0.1953 -0.0923
P1 -0.5470 0.1794 -0.4177
H9 -2.3836 -2.0168 1.2508
N3 -0.9199 -1.2475 0.0995
H10 -1.3248 2.3962 0.9964
H11 0.9789 -1.0841 1.5330
H12 2.8639 -0.7989 -0.8601

Summary:
ΔE to the lowest compared entry with this formula, charge and spin = 46.2 kJ/mol
Net charge = 0
Electronic energy = -17061.2907 eV
Max |F| = 6.95 eV Å⁻¹
E_LUMO = 1.033 eV
Structure (SMILES) = CN(C)[P@H](C)=NN